52
Properties=species:S:1:pos:R:3:forces:R:3:mulliken_charge:R:1 method="wB97M-V/def2-TZVPD" energy_ha=-6334.712222 fmax_ev_per_a=0.666 total_charge=+3 relative_energy_kj_mol=0.00 multiplicity=1 orbital_gap_ev=7.96
C 3.0153 0.4538 1.3163 0.1 0.0 0.0 -0.996
C -3.3359 -1.7397 -1.2007 -0.3 -0.6 -0.1 0.579
C 0.1519 1.9394 -2.2566 0.0 0.0 0.0 -1.213
H 3.2167 1.0544 2.1920 0.0 0.0 0.0 0.527
C 1.7216 0.2015 0.9425 0.0 0.0 0.0 -0.182
H -4.4018 -2.5198 0.5042 0.0 0.0 0.0 0.386
N -2.8214 -1.1818 1.0844 0.1 0.2 0.0 -0.628
H -1.5594 4.1661 2.2756 0.0 0.0 0.0 0.382
N 1.3757 -0.5620 -0.1329 0.0 0.0 0.0 0.357
H 0.2859 5.2482 -0.6513 0.0 0.0 0.0 0.405
H 1.3408 5.4286 0.7766 0.0 0.0 0.0 0.383
C -3.9612 -1.5847 0.1715 -0.1 0.0 0.2 -0.473
Se 2.1477 -2.2837 -2.3408 0.1 0.1 0.0 0.129
H -0.9300 1.8419 -2.2899 0.0 0.1 0.0 0.500
H 4.4932 -1.3266 -1.1439 0.0 0.0 0.0 0.485
C 3.7183 -0.8735 -0.5371 0.1 -0.1 -0.1 -0.709
O -2.5129 -0.6906 -1.4451 0.5 0.1 -0.1 -0.479
C 2.3839 -1.1038 -0.8437 -0.1 0.0 0.0 0.403
H -0.4992 -5.4844 -2.0925 0.0 0.0 0.0 0.521
Se -0.1671 -2.4821 -2.4561 0.0 -0.1 0.1 0.064
H -0.3713 5.8517 0.8654 0.0 0.0 0.0 0.401
Hf -0.9260 -0.8603 -0.3204 -0.1 0.6 0.2 1.181
C -0.5499 3.7560 2.2361 0.0 0.0 0.1 -1.051
C 4.0450 -0.0864 0.5491 0.0 0.0 0.0 -0.520
H -0.5590 2.7412 2.6210 0.0 0.0 0.0 0.402
C -0.1349 2.7916 0.0214 -0.1 -0.1 -0.1 0.570
H -0.8549 -6.8881 -0.0464 0.0 0.0 0.0 0.483
C -0.7644 -3.8114 1.3404 0.0 0.1 0.1 -0.097
S -1.3588 1.5650 0.3565 0.0 -0.1 0.2 -0.399
C -0.5694 -5.0396 -1.1088 0.1 -0.1 0.0 -0.913
H 0.4681 2.4571 -3.1611 0.0 0.0 0.0 0.438
C 0.3454 5.1589 0.4282 0.1 0.1 0.0 -1.149
N 0.5835 2.7156 -1.0989 0.0 0.0 -0.1 0.232
H 2.5762 2.5974 -1.6898 0.0 0.0 0.0 0.415
H -0.9713 -5.7620 2.1781 0.0 0.0 0.0 0.468
H 0.9012 0.6129 1.5180 0.0 0.0 0.0 0.647
H -4.7253 -0.8096 0.1683 0.0 0.0 0.0 0.349
H -0.8317 -3.2957 2.2908 0.0 0.0 0.0 0.561
N -0.5912 -3.0493 0.2431 0.0 0.0 -0.2 0.041
N -0.0313 3.8010 0.8634 0.0 0.0 0.0 0.044
H -3.0405 -0.2796 1.5101 0.0 -0.1 0.0 0.369
C 1.9104 3.3301 -1.2329 0.1 0.1 0.0 -1.264
O -3.3735 -2.7070 -1.8973 -0.1 0.1 0.1 -0.451
H 2.3052 3.5970 -0.2577 0.0 0.0 0.0 0.440
H 0.6287 0.9489 -2.2697 0.0 0.0 0.0 0.278
H -2.7813 -1.8307 1.8681 0.0 0.0 -0.1 0.266
H 0.0989 4.3671 2.8597 0.0 0.0 0.0 0.399
C -0.8400 -5.1865 1.2721 0.0 -0.1 0.0 -0.951
H 1.8909 4.2121 -1.8718 0.0 0.0 0.0 0.378
H 5.0816 0.0934 0.8042 0.0 0.0 0.0 0.477
C -0.7652 -5.8120 0.0319 0.0 0.0 0.1 -0.248
C -0.4573 -3.6800 -0.9438 -0.1 0.1 -0.2 0.764